[1]
This record from OMol25 describes C27H58O3P2PbSSi as an isolated structure at a distorted geometry. The level of theory is ωB97M-V with the def2-TZVPD basis set.

```
93
Properties=species:S:1:pos:R:3
H -0.675 -2.447 4.358
H 3.776 -4.200 2.275
S -0.843 -2.958 -0.945
H -2.551 -5.661 -0.859
C -0.221 -6.066 -2.142
H 2.843 -6.060 0.846
H 0.306 7.833 -3.012
C -0.743 1.283 -2.123
H 2.167 6.676 0.127
C -0.510 7.831 -2.269
H 4.232 -3.294 -1.312
C 1.561 2.291 -1.486
C 3.957 -3.598 1.377
H -0.424 8.615 0.441
Si 0.055 -4.061 0.509
H -4.025 4.471 -3.761
C 1.736 7.171 -0.751
H -0.329 7.121 1.432
H -3.415 -4.724 3.176
C -2.107 -6.644 -0.651
H 1.032 -1.636 2.900
C 2.966 -3.976 0.277
H -0.773 -5.150 -2.388
H 1.790 8.260 -0.630
H -4.319 5.731 -2.526
H -1.243 3.767 1.130
H 4.166 -5.671 -0.281
H 3.882 -2.537 1.637
C 3.114 -5.462 -0.032
C -1.718 -3.486 2.750
H -1.586 4.480 -5.248
H 0.625 2.228 -3.402
C -0.587 -6.569 -0.752
H -2.697 7.746 -2.285
H -3.448 -2.234 2.916
C -1.373 5.483 -4.860
H 2.210 1.493 -1.883
H -1.930 -5.642 2.814
C -0.717 7.559 0.505
O -0.470 -3.558 2.018
H 2.493 -5.773 -0.879
C 1.376 2.060 -0.024
Pb -0.256 -0.821 0.485
C -3.778 5.493 -3.451
H -1.972 -1.332 2.538
H -0.291 5.658 -4.889
H 2.259 -1.404 1.643
H -2.212 -3.207 4.843
H -1.890 6.235 -5.471
O -0.069 -5.697 0.304
H -1.951 7.891 -3.907
H 4.982 -3.791 1.032
H 2.230 1.572 0.462
C -1.843 7.434 -2.911
H 0.855 -5.875 -2.235
H -0.183 -8.350 0.446
C -2.522 -4.763 2.533
H 1.143 -7.890 -0.661
H -0.576 8.832 -1.815
C 0.282 2.350 -2.358
H 1.483 0.030 2.373
H 3.108 -2.050 -0.707
O 1.650 -3.703 0.804
H 2.497 -3.351 -1.756
H 2.117 3.232 -1.649
H -0.333 -8.647 -1.306
H -0.176 3.349 -2.302
H -2.421 -6.986 0.344
C 3.207 -3.113 -0.957
H -2.788 3.146 -0.733
H -2.564 0.551 -1.360
C -0.873 3.207 0.252
C -1.794 1.338 -1.297
H 0.277 2.135 1.776
C -2.085 2.414 -0.293
H -2.620 1.959 0.558
H -1.811 7.472 0.496
H -2.852 -4.870 1.491
C -1.315 -3.329 4.219
P -0.009 6.622 -0.914
H -0.570 3.972 -0.483
H -2.784 -2.306 1.254
H -4.056 6.201 -4.242
C 0.051 -7.944 -0.546
P -1.974 5.568 -3.120
H -0.587 0.384 -2.736
C 0.305 2.406 0.711
C 1.335 -1.007 2.055
H -2.482 -7.363 -1.398
C -2.524 -2.261 2.319
H -0.778 -4.223 4.560
H 2.290 6.865 -1.647
H -0.494 -6.849 -2.870
```

Results
Frontier orbital gap (alpha / beta) (eV): 2.13 / 2.14
Energy (Ha): -2851.9956
Total charge: +2
Relative energy (zero: lowest compared OMol25 entry of this formula, charge and spin) (eV): 0.000

[2]
This record from OMol25 describes C27H59BBrI2N2O6P2 as an isolated structure at a distorted geometry. The level of theory is ωB97M-V with the def2-TZVPD basis set.

```
100
Properties=species:S:1:pos:R:3
H 2.035 -3.156 1.861
C 3.403 -1.635 -2.393
C -0.739 -4.413 1.124
O -0.948 -0.983 -2.873
H 1.505 1.653 -3.742
H -8.907 3.388 2.803
H -6.621 -2.006 4.350
H 2.631 -5.964 1.254
H 2.793 -0.773 2.059
C 4.484 -2.565 -2.915
C 2.014 -2.299 -2.319
O -3.033 -1.779 -1.640
H 5.476 1.475 -1.588
H 4.296 3.838 -0.031
H 4.491 6.299 -2.917
C 0.637 2.278 -1.996
H 5.719 5.344 -4.884
H -1.093 0.480 3.349
H 0.191 -4.222 1.653
H 2.244 0.822 2.670
H 3.691 -1.271 -1.408
H 6.575 3.068 -3.039
H -0.407 2.421 -1.731
P 0.385 -0.741 2.376
B 1.438 -2.513 -0.778
H 5.448 -2.053 -2.882
H 1.200 3.114 -1.572
C -9.405 2.428 2.654
H 2.060 -3.287 -2.794
H -9.743 2.027 4.735
H -0.096 1.922 -3.855
C 4.854 4.839 -4.447
N 0.761 2.279 -3.458
H -6.917 -1.239 1.990
N -2.164 0.735 -1.380
H 3.923 2.133 0.204
C 2.112 -0.260 2.733
H -3.161 0.878 -1.307
H 2.209 -5.255 2.811
P -1.771 -0.775 -1.519
H 5.539 2.736 0.579
H -1.082 -0.156 -3.345
H 3.886 -5.317 2.274
H 2.302 -0.544 3.766
C -9.252 1.541 3.887
C -7.551 -0.833 2.782
H -8.278 -1.513 4.723
C 4.701 2.827 -0.116
C -6.987 0.522 3.202
I -3.035 -3.948 3.005
H 3.015 -4.118 -0.795
C -1.725 -3.335 1.466
H -6.885 1.153 2.314
H -7.983 -2.807 3.567
H -7.774 0.705 5.201
H -1.108 -5.370 1.492
C 5.138 2.513 -1.545
H 0.925 0.152 -2.011
H 2.214 1.064 -1.274
H 1.348 -1.694 -2.930
C -7.797 1.267 4.263
C 4.684 5.224 -2.981
O -0.079 -2.551 -0.933
H 4.269 -2.872 -3.940
C -0.754 -1.598 -0.190
C 0.609 0.769 0.084
C -1.747 -2.122 0.891
H -8.547 -0.710 2.345
I -3.236 -0.743 1.558
H -8.978 1.960 1.766
H -9.783 0.598 3.727
H 4.274 2.575 -2.211
H -3.664 -1.356 -2.225
C 2.681 -3.789 1.261
O 1.614 -1.354 0.114
H -0.596 -4.499 0.058
O 3.362 -0.472 -3.263
Br 4.442 -2.905 1.188
C 1.128 0.979 -1.339
C 0.434 -0.718 0.484
H -5.970 0.376 3.581
H 1.375 1.153 0.761
H 1.502 -4.765 -0.262
H -0.276 1.369 0.287
H 4.580 -3.461 -2.305
C 6.261 3.415 -2.050
H 3.669 -0.755 -4.123
H 7.136 3.297 -1.401
H 5.735 5.283 -1.109
C -7.613 -1.844 3.923
C 2.863 -5.156 1.945
C 5.904 4.900 -2.120
H 3.973 5.122 -5.024
H -7.299 2.219 4.473
H 3.796 4.731 -2.577
H 4.991 3.764 -4.568
H 6.770 5.449 -2.507
H -10.458 2.625 2.447
O -0.379 0.682 2.746
C 2.146 -3.889 -0.176
```

Results
Frontier orbital gap (eV): 7.01
Energy (Ha): -5502.2674
Total charge: -1
Relative energy (zero: lowest compared OMol25 entry of this formula, charge and spin) (eV): 0.420

[3]
This record from OMol25 describes a 9-piece molecular cluster, C27H59Br4N5O11 overall at a distorted geometry. The level of theory is ωB97M-V with the def2-TZVPD basis set.

```
106
Properties=species:S:1:pos:R:3
O -8.220 -0.966 0.485
H -1.038 0.109 -4.886
H -2.018 0.823 3.223
C 3.219 1.854 5.129
H -2.568 1.726 -3.786
C 5.566 -1.696 -1.797
H -0.251 3.861 6.568
C -5.665 1.148 1.796
C 2.019 3.876 -0.041
C 0.201 0.774 -7.173
H 6.741 -1.186 0.679
H 1.872 -3.881 -1.756
N 5.067 -1.516 -0.434
H 4.056 0.960 3.351
H 2.457 1.649 5.886
H -7.196 1.740 -0.589
H 0.302 1.343 -1.321
H 2.079 -0.027 -8.755
H 5.400 -2.039 1.542
Br -3.099 -1.479 -4.795
H 0.799 -3.811 -0.369
C 5.972 -1.960 0.617
O 3.828 2.675 1.582
H 0.745 0.461 -9.789
H 6.615 -1.402 -1.799
H 5.516 -2.748 -2.089
O 3.315 -0.170 -0.996
C 3.947 -0.840 -0.182
H -6.665 0.229 -1.270
C -1.750 2.097 -4.411
Br -3.283 -4.988 -1.803
C 0.222 4.529 3.988
O 1.630 3.210 1.162
O 0.946 1.524 -7.991
C -2.463 -0.167 3.116
C 3.092 1.264 3.749
H 4.917 -1.161 -2.484
O -2.421 2.092 4.258
H 2.007 -6.392 -0.489
H 2.844 4.521 0.261
H -5.371 0.708 2.748
H -5.463 1.381 -0.795
H 0.158 1.217 -4.329
H -2.757 -0.558 4.096
H -4.690 1.197 1.302
Br -2.327 1.387 0.002
C -1.430 2.674 3.833
C -7.359 -0.530 1.227
H 3.961 -4.700 1.601
C 1.510 0.832 -9.109
N -0.764 3.597 4.521
H 2.068 -2.555 -0.606
O -0.389 1.580 -6.292
H -2.381 2.616 -5.138
O 0.310 -0.082 3.142
Br -0.699 -0.778 -2.181
C -2.992 -3.195 -2.564
H 3.674 -0.911 0.881
H -0.162 5.534 4.171
H -1.277 2.861 -3.792
H -1.560 -2.895 1.304
C -0.261 -0.948 2.517
H 2.185 1.494 -9.642
H 0.235 -1.771 1.979
H -0.847 -0.391 0.821
H -0.957 2.524 2.849
H 2.964 2.912 4.975
C 0.255 0.367 -0.843
C -1.122 3.848 5.908
H -0.142 1.311 1.083
H -3.063 -2.511 2.034
H 3.474 -6.494 0.202
H 2.304 3.212 -0.857
H 0.541 4.274 2.981
N 2.696 -4.470 0.083
C -2.222 -2.056 1.507
H 1.190 -0.133 -0.612
H -2.627 -1.585 0.611
C -0.566 0.574 0.410
H -7.305 -0.627 2.322
C 2.654 2.621 1.842
H -1.813 -3.610 -4.386
H -3.889 -2.628 -2.344
H 3.490 -5.686 -1.375
H 1.114 4.455 4.617
O 2.181 1.925 2.857
H 6.481 -2.906 0.441
O 2.802 -3.061 1.903
C 1.820 -3.608 -0.702
C 3.174 -4.017 1.234
H -2.084 -2.740 -2.189
H -1.622 2.985 6.346
C -6.427 0.967 -0.505
H -3.445 0.042 2.680
H -3.457 -4.047 -4.465
H 4.178 1.657 5.599
C -2.802 -3.256 -4.101
N -1.611 -0.989 2.318
H -6.074 2.150 1.933
H 2.564 0.307 3.824
C -0.722 1.147 -4.970
N -6.444 0.387 0.820
H -1.763 4.728 5.951
H 1.162 4.452 -0.387
O 0.076 -0.418 -7.224
C 2.929 -5.808 -0.452
```

Results
Frontier orbital gap (eV): 9.09
SMILES: CCOC(=O)OC.CCOC(=O)OC.CN(C)C=O.CN(C)C=O.CN(C)C=O.CN(C)C=O.CN(C)C=O.BrCCBr.BrCCBr
Energy (Ha): -12461.5591
Relative energy (zero: lowest compared OMol25 entry of this formula, charge and spin) (eV): 0.000

[4]
This record from OMol25 describes C27H59N8OPRbS as an isolated structure at a distorted geometry. The level of theory is ωB97M-V with the def2-TZVPD basis set.

```
98
Properties=species:S:1:pos:R:3
H 5.766 -1.163 -0.497
H 0.307 -5.016 -0.742
C -7.776 1.504 -0.425
C 2.940 3.227 3.378
N 3.695 -1.015 -0.078
C 1.173 -4.588 -0.235
H 2.436 -2.921 -4.529
H 3.086 1.196 3.496
H 0.766 3.607 5.238
H 2.990 3.309 1.231
C 1.941 -0.338 -3.587
C -6.932 0.260 -0.156
H 3.573 0.574 1.325
H 4.507 -3.185 1.404
C 0.360 -2.394 0.141
H 1.668 -0.908 -5.670
H -4.927 -1.649 -4.693
H -4.456 -0.227 -3.777
H -0.069 2.251 5.944
C 0.304 4.671 2.782
P 2.357 -0.954 -1.055
C -2.889 -1.750 -3.947
C 1.695 1.695 4.875
C -2.051 -1.542 -2.684
H 4.032 3.189 3.398
H 2.654 3.879 4.205
H 5.536 -0.418 2.160
N 1.400 -2.301 -0.908
C -5.986 0.394 1.037
H -5.409 -0.527 1.151
H 1.899 0.745 -3.497
H -0.628 -2.486 -0.313
H 2.969 4.881 2.034
H 0.935 -0.730 -3.409
H 2.585 -0.845 1.727
C -0.848 3.867 3.394
C 0.456 2.577 5.044
Rb 0.485 1.083 1.353
H -6.358 -0.002 -1.050
N -2.806 0.697 -1.834
N 2.907 -0.904 -2.606
O 1.539 0.239 -0.692
H -4.711 1.932 -1.107
N -0.413 2.554 3.866
H 1.533 -3.483 1.595
H 3.188 -0.075 -5.338
H -4.811 -1.737 -2.934
H 1.800 -5.409 0.106
H 4.807 -1.368 -3.424
H -3.338 1.239 -2.495
H 4.430 -1.429 3.089
C 4.718 -1.136 2.081
H -1.105 -2.086 -2.787
C -3.176 0.758 -0.543
H 2.363 1.877 5.727
H -2.864 -2.812 -4.199
H 6.185 -2.622 1.396
H -2.415 -1.228 -4.785
H -6.569 0.524 1.954
N 1.087 3.885 1.822
N 2.359 1.894 3.582
H 0.922 4.230 0.886
H 0.959 5.031 3.579
C 0.711 -3.667 0.897
C 3.544 -0.520 1.306
H -7.595 -0.587 0.029
H 3.982 -2.756 -2.718
H -0.881 -0.062 -1.644
C -1.695 -0.093 -2.363
S -2.403 -0.136 0.666
H -0.115 5.565 2.316
C 4.931 -1.803 -0.194
N -4.232 1.564 -0.299
H -8.330 1.801 0.469
C -4.351 -1.313 -3.830
H -7.168 2.361 -0.733
C -5.008 1.562 0.939
H 4.848 -2.600 -0.925
H -2.569 -1.967 -1.819
H 3.898 -2.410 -5.383
C 3.831 -1.840 -3.282
H -1.616 3.705 2.633
H 1.391 0.647 4.924
H -1.227 1.980 4.042
H -1.354 0.414 -3.268
H 1.784 -3.927 -2.232
C 3.170 -2.118 -4.628
H 3.009 -3.699 -0.982
C 2.471 -0.798 -4.944
C 2.536 3.872 2.052
H 0.346 -1.502 0.760
C 1.936 -3.651 -1.187
H -5.535 2.515 0.980
H -8.500 1.322 -1.220
H -0.135 -4.068 1.454
C 5.153 -2.324 1.219
H -4.309 1.531 1.770
H -1.295 4.476 4.192
```

Results
Frontier orbital gap (eV): 8.70
Energy (Ha): -2341.0586
Total charge: +1

[5]
This record from OMol25 describes a 3-piece molecular cluster, C27H61BrIN3O6 overall at a distorted geometry. The level of theory is ωB97M-V with the def2-TZVPD basis set.

```
99
Properties=species:S:1:pos:R:3
H 3.505 1.531 -1.983
H -0.822 5.914 -7.467
C 0.085 7.632 -6.878
H 0.641 3.182 -5.504
C 1.308 -0.795 -0.687
H -4.692 -1.412 4.380
C -3.583 -1.358 4.434
C 0.287 4.184 -5.755
H -3.269 -2.267 4.985
N 2.472 -6.685 5.492
C 0.975 7.624 -8.114
H 2.519 1.007 0.494
H -3.318 -0.361 6.376
H 1.750 4.767 -9.556
H 0.097 4.199 -6.830
H 4.273 -7.671 5.100
H 3.066 -8.601 5.970
C -1.908 3.492 -1.679
H 2.187 -1.913 0.931
O -0.913 4.415 -5.033
H -1.444 1.591 -2.540
H 4.047 -0.009 0.252
H 1.070 4.901 -5.497
H -1.326 0.833 6.011
H 2.441 -5.952 3.501
C -3.033 -1.315 2.969
H -2.222 7.511 -5.461
H -3.921 0.750 5.137
H 0.423 7.936 -9.005
C 0.062 -2.308 1.051
H -0.364 -8.946 3.161
C -1.896 1.127 -0.393
Br -3.325 4.442 -0.632
H -0.276 6.276 -4.362
H 3.359 2.496 -0.709
C 3.204 -7.901 5.141
O 0.299 -4.893 4.498
O -1.045 -0.012 -0.523
H 0.126 -2.214 3.250
C -0.469 4.038 -1.410
C -2.023 -2.494 2.651
O 2.585 -0.374 -1.129
H 1.721 -4.107 5.824
C 3.212 0.535 -0.226
H -2.874 0.671 -0.152
N -1.101 6.805 -7.079
H -3.110 1.771 -2.061
O 1.517 -9.224 3.893
N 3.816 1.642 -1.021
C -3.241 -0.107 5.296
H -0.478 -4.150 6.280
H 1.271 -0.478 1.476
C -1.180 5.777 -4.730
C 2.805 -8.631 3.854
H 1.492 -6.919 5.581
H -1.875 5.757 -3.885
C 2.620 -5.602 4.524
H -0.010 4.336 -2.376
H 1.784 8.343 -7.958
H -3.895 -1.462 2.280
C -1.866 6.555 -5.858
C 0.446 -8.347 3.583
H -2.753 5.989 -6.154
H -0.729 -2.272 0.276
H 1.854 -3.650 4.125
H 1.019 -1.646 -1.342
C -1.768 0.415 5.090
H 0.211 0.393 -2.095
I -1.310 2.152 1.423
H -1.544 -5.186 5.311
H -2.606 -0.330 2.694
C -0.517 -5.040 5.646
H -0.600 -0.803 2.447
H 3.505 -9.462 3.726
C 0.248 0.328 -0.980
H 0.690 7.271 -6.038
H 0.375 -3.367 1.132
C 1.108 5.635 -9.411
H 3.637 -5.205 4.580
H 0.198 3.338 -0.884
C 1.628 -4.481 4.800
H 0.086 5.277 -9.243
H -1.720 1.179 4.286
H 0.650 1.300 -0.631
O 1.591 6.351 -8.288
H -0.566 4.969 -0.819
H 0.059 -7.877 4.490
H -0.225 -5.919 6.230
H -1.167 -0.440 4.710
H -2.382 -3.148 1.838
H 0.730 -7.587 2.852
H -0.223 8.659 -6.663
C -2.074 1.951 -1.698
H 2.917 -8.005 2.962
H -1.987 -3.128 3.565
H 1.137 6.246 -10.316
H -2.135 3.813 -2.716
C -0.572 -1.915 2.443
C 1.249 -1.332 0.775
```

Results
Frontier orbital gap (eV): 9.07
SMILES: CCCCCCCC[C@@H](CO[C@@H](I)C[C@H](C)Br)OCN.COCCNCCOC.COCCNCCOC
Energy (Ha): -4552.5832